{"formula": "C23H44BI2N2O14P2", "method": "ωB97M-V/def2-TZVPD", "symbols": ["C", "O", "C", "C", "N", "C", "C", "C", "C", "I", "C", "B", "O", "N", "C", "C", "C", "C", "O", "O", "C", "C", "O", "I", "C", "C", "C", "O", "H", "H", "H", "H", "H", "H", "H", "H", "H", "H", "H", "H", "H", "H", "H", "H", "H", "H", "H", "H", "H", "H", "H", "H", "H", "H", "C", "O", "P", "O", "O", "C", "O", "C", "H", "H", "H", "H", "H", "H", "H", "H", "H", "C", "O", "P", "O", "O", "C", "O", "C", "H", "H", "H", "H", "H", "H", "H", "H", "H"], "xyz": [[0.63009, 2.92964, 3.69600], [1.06696, 2.10599, 2.60888], [1.06108, 0.72580, 2.89657], [0.79243, 0.04501, 1.57082], [1.73407, 0.21251, 0.63247], [1.65457, -0.28386, -0.60045], [2.71771, -0.05013, -1.63632], [4.03230, 0.58112, -1.16025], [5.02327, 0.53100, -2.35267], [4.96352, -0.52436, 0.44208], [0.52936, -1.01137, -0.94272], [0.36073, -1.61260, -2.43003], [1.07072, -2.75085, -2.70675], [-0.51037, -0.95516, -3.34688], [-0.74408, 0.46449, -3.01797], [-0.00380, -0.99332, -4.73854], [-0.47540, -1.22305, 0.00796], [-1.69979, -2.02578, -0.37393], [-1.73450, -3.19392, -0.14863], [-2.69475, -1.32739, -0.99395], [-3.86829, -1.16501, -0.19162], [-3.99800, 0.20320, 0.48764], [-4.53153, 0.26551, 1.54418], [-3.27745, 1.98292, -0.46013], [-0.34146, -0.68180, 1.30025], [-1.42619, -0.87021, 2.33336], [-1.03112, -1.81155, 3.48156], [-1.73347, -3.03372, 3.32540], [1.49003, 3.45997, 4.10302], [0.06879, 2.38258, 4.45180], [-0.04216, 3.68195, 3.28255], [0.25697, 0.44581, 3.57159], [2.04661, 0.39753, 3.24856], [2.55421, 0.74892, 0.89961], [2.28336, 0.64829, -2.36282], [2.96506, -0.96522, -2.17040], [3.91758, 1.63509, -0.91542], [6.04028, 0.38552, -2.00586], [4.94231, 1.42573, -2.96966], [4.78083, -0.31060, -3.00382], [1.45999, -2.76389, -3.58689], [-1.34032, 0.58764, -2.12142], [0.17542, 1.05876, -2.98397], [-1.34553, 0.89705, -3.82032], [0.10564, -2.03670, -5.03576], [-0.73149, -0.51659, -5.38953], [0.97571, -0.51550, -4.85031], [-4.73914, -1.31195, -0.82960], [-3.90184, -1.89739, 0.61452], [-1.68243, 0.12554, 2.70225], [-2.33063, -1.27933, 1.89943], [0.04081, -2.03034, 3.47650], [-1.26690, -1.36428, 4.45093], [-1.13601, -3.76897, 3.47509], [-5.79383, 4.49770, 1.52555], [-6.14243, 5.32540, 0.41204], [-5.15751, 6.59402, 0.16522], [-3.78856, 6.06557, 0.35600], [-5.70140, 7.42694, 1.46074], [-7.11483, 7.59656, 1.64190], [-4.98107, 7.89894, -0.77130], [-3.99881, 8.85047, -0.34264], [-6.68977, 3.94579, 1.80461], [-5.01358, 3.80362, 1.22910], [-5.46083, 5.08976, 2.37658], [-7.44913, 6.96226, 2.46269], [-7.68038, 7.34012, 0.74657], [-7.30446, 8.63771, 1.89369], [-3.01356, 8.53688, -0.68055], [-4.00205, 8.97452, 0.73750], [-4.25629, 9.79786, -0.81098], [3.99174, -4.15359, -1.90758], [5.21387, -4.66072, -1.37473], [5.22733, -6.26459, -1.06867], [4.55684, -6.89031, -2.22212], [4.24140, -6.12568, 0.23590], [4.54950, -5.14834, 1.23086], [6.14911, -7.41863, -0.42104], [5.49579, -8.66933, -0.15566], [3.98288, -3.08301, -1.69903], [3.95892, -4.31186, -2.98436], [3.12604, -4.61574, -1.43653], [3.83647, -4.32520, 1.14644], [5.55909, -4.75199, 1.12054], [4.45443, -5.60588, 2.21406], [5.47105, -9.26710, -1.06355], [4.48784, -8.52532, 0.22529], [6.09245, -9.17954, 0.59708]], "forces_ev_per_angstrom": [[0.0194, 0.6952, -0.4970], [-0.3569, -0.2358, 0.3551], [0.0994, 0.0360, -1.0549], [-0.0294, 0.0318, 0.7171], [0.0899, 0.2433, -0.0338], [-0.2697, -0.5633, -0.6567], [0.4023, 0.8248, 0.8443], [0.4782, -0.2626, -1.3698], [-0.2993, -0.1893, 0.0745], [-0.1824, 0.1133, 0.1049], [-0.9564, -0.8794, -0.3349], [-0.4777, -0.1740, 0.2707], [0.6520, 0.4861, 0.1417], [2.0036, 1.2517, -0.0284], [-0.8588, 0.0248, -0.5118], [-0.5347, -0.9854, 0.1409], [0.6428, 0.8460, -0.1779], [0.4231, -0.3465, 0.2182], [-0.2507, 0.0970, -0.0260], [0.0663, 0.4246, 0.5716], [0.0153, 0.0018, -0.3779], [-0.1625, -0.3405, 0.2774], [-0.0295, 0.2620, -0.0390], [0.0460, -0.1596, -0.0206], [-0.8418, -0.6230, -0.5048], [0.5173, 0.4531, 0.2551], [0.0859, -0.4340, 0.1030], [-0.1115, 0.1522, -0.0860], [-0.0204, -0.1904, 0.3338], [0.2267, -0.1682, 0.0800], [0.0107, -0.0262, -0.0604], [0.2304, 0.0528, 0.3373], [-0.1301, -0.0745, 0.3776], [0.0447, 0.0145, -0.0246], [0.0599, -0.0667, -0.1251], [-0.2870, -0.2096, 0.1853], [-0.0761, -0.1453, 0.6737], [0.1209, 0.2981, -0.1599], [0.0789, 0.1064, 0.1161], [0.1020, -0.1029, 0.0798], [-0.3602, -0.4159, -0.1901], [0.2378, -0.0836, 0.1883], [0.0296, -0.0385, 0.1632], [-0.0264, 0.0233, 0.0302], [-0.1247, 0.0495, -0.2297], [0.0944, -0.0217, -0.1517], [-0.0979, 0.2330, 0.0420], [-0.0022, 0.0766, -0.0525], [-0.0383, -0.1257, -0.0796], [-0.1433, -0.0748, 0.1301], [0.0065, -0.0639, -0.0447], [0.0724, 0.2807, -0.0497], [-0.1117, 0.0204, -0.0248], [-0.0323, -0.0972, 0.0434], [0.2031, -0.3227, 0.2908], [-1.0896, 1.1142, -2.7444], [3.1180, 0.7953, 4.6433], [-0.2581, -0.1026, -0.3584], [-0.0912, -0.1511, -0.1710], [0.1354, 0.0646, 0.0788], [-2.2617, -1.6474, -1.5434], [0.4332, 0.2852, 0.0499], [-0.0771, 0.0878, -0.1805], [0.0668, 0.0488, 0.0619], [0.0402, 0.0865, -0.0817], [-0.0308, -0.0227, -0.0166], [-0.0237, 0.0252, 0.0096], [0.0449, 0.0122, 0.0055], [-0.0320, -0.1166, 0.0545], [-0.0613, -0.1083, 0.0067], [-0.1350, -0.0984, -0.0687], [-0.2961, 0.0383, -0.2978], [2.9976, -0.4163, 0.6947], [-5.2661, -1.9149, -0.0159], [0.3581, 0.2321, -0.0291], [0.1905, 0.1070, -0.0498], [-0.1394, -0.1121, -0.0497], [2.0419, 2.4544, -0.2647], [-0.1699, -0.5245, -0.0338], [0.1625, -0.0336, 0.1019], [-0.0222, -0.1426, 0.0286], [0.0247, -0.0711, -0.0254], [0.0523, 0.0682, 0.0352], [-0.0051, 0.0254, 0.0778], [-0.0192, -0.0548, -0.0215], [-0.0480, 0.1160, -0.0613], [0.0047, 0.1232, -0.0512], [0.1082, 0.1547, -0.0171]], "lowdin_charge": [-0.055, -0.160, -0.132, -0.100, 0.184, -0.157, -0.173, -0.723, -0.159, 0.944, 0.052, -0.578, 0.183, -0.042, -0.081, -0.047, 0.039, -0.427, 0.233, -0.011, -0.141, -0.807, 0.033, 1.004, -0.056, -0.085, -0.224, -0.038, 0.094, 0.092, 0.095, 0.109, 0.147, 0.104, 0.140, 0.106, 0.091, 0.043, 0.087, 0.077, 0.105, -0.010, 0.089, 0.097, 0.093, 0.096, 0.099, 0.150, 0.139, 0.132, 0.094, 0.127, 0.124, 0.096, -0.106, -0.262, 0.522, -0.259, -0.272, -0.095, -0.244, -0.092, 0.099, 0.012, 0.093, 0.087, 0.085, 0.091, 0.089, 0.087, 0.094, -0.115, -0.265, 0.532, -0.228, -0.270, -0.110, -0.242, -0.085, 0.056, 0.094, 0.093, 0.075, 0.084, 0.090, 0.093, 0.087, 0.094], "homo_energy_ev": -11.82, "charge": 1, "lumo_ev": -3.6, "multiplicity": 1}